1.
# C16H40F3N11O10Si2

C16H40F3N11O10Si2 as an isolated structure (wB97M-V/def2-TZVPD, the OMol25 dataset).

Structure (XYZ):
```
82
C16H40F3N11O10Si2 wB97M-V/def2-TZVPD
C -2.860 2.355 4.259
C -3.513 1.134 3.410
C -5.109 1.333 3.449
C -2.940 1.280 1.901
C -2.492 -0.154 1.268
Si -0.750 0.109 0.495
C -0.581 -0.690 -1.274
C 0.019 0.447 -2.264
O 1.203 1.111 -1.664
C 1.050 2.524 -1.710
O 0.997 3.259 -0.683
O 0.426 -0.619 1.553
Si 1.209 0.501 2.593
C 3.105 0.260 2.304
F 0.897 2.152 2.255
N 0.717 0.231 4.307
C 1.778 0.550 5.261
O 2.474 -0.251 5.898
F 1.985 1.948 5.504
C 0.132 -1.094 4.531
O 0.615 -2.182 4.193
F -1.110 -1.154 5.251
H -1.766 2.163 4.531
H -3.451 2.587 5.209
H -2.899 3.301 3.591
H -3.144 0.139 3.834
H -5.650 0.349 3.234
H -5.427 1.785 4.465
H -5.374 2.126 2.648
H -2.016 1.972 1.936
H -3.755 1.749 1.230
H -2.449 -0.992 2.044
H -3.187 -0.438 0.400
H -0.596 1.544 0.283
H 0.151 -1.575 -1.267
H -1.629 -1.036 -1.617
H -0.810 1.246 -2.393
H 0.341 0.019 -3.274
H 0.921 3.043 -2.728
H 3.266 0.555 1.195
H 3.743 0.987 2.912
H 3.430 -0.830 2.393
C -1.706 3.535 -4.265
O -1.344 2.577 -3.590
N -1.936 4.759 -3.729
N -1.904 3.452 -5.600
H -2.232 5.556 -4.263
H -1.799 4.859 -2.736
H -1.742 2.553 -6.037
H -2.199 4.224 -6.170
C 3.014 -5.242 5.942
O 3.824 -5.788 6.676
N 2.004 -5.913 5.338
N 3.057 -3.917 5.669
H 1.329 -5.482 4.732
H 1.939 -6.902 5.517
H 3.793 -3.385 6.099
H 2.402 -3.447 5.069
C 4.609 -3.195 9.877
O 4.961 -4.158 10.538
N 4.378 -1.974 10.426
N 4.415 -3.258 8.536
H 4.088 -1.170 9.900
H 4.511 -1.886 11.420
H 4.577 -4.152 8.089
H 4.126 -2.478 7.975
C 0.125 1.259 -7.958
O -0.955 1.177 -7.388
N 1.090 2.132 -7.571
N 0.450 0.489 -9.021
H 1.982 2.216 -8.023
H 0.885 2.723 -6.782
H -0.243 -0.175 -9.340
H 1.330 0.542 -9.500
C -1.580 -1.323 -11.920
O -1.245 -1.121 -10.762
N -0.683 -1.466 -12.926
N -2.877 -1.423 -12.297
H -0.938 -1.633 -13.883
H 0.292 -1.398 -12.685
H -3.573 -1.322 -11.577
H -3.173 -1.588 -13.242
```

Properties
Molecular weight in Da: 659.73
Energy relative to the best compared isomer or geometry (same formula, charge and spin) in eV: 0.0000
Max |F| in eV/Å: 5.28
Energy in eV: -78022.3499

---

2.
# C16H40LiN2O12P

C16H40LiN2O12P as an isolated structure (wB97M-V/def2-TZVPD, the OMol25 dataset).

Structure (XYZ):
```
72
C16H40LiN2O12P wB97M-V/def2-TZVPD
C -3.434 3.166 -1.265
N -3.699 2.674 -2.517
C -4.971 1.841 -2.475
C -3.882 3.565 -3.678
C -2.732 1.495 -2.834
C -1.191 1.956 -2.683
O -0.452 0.793 -2.863
H -4.259 3.569 -0.849
H -2.581 4.014 -1.207
H -3.144 2.591 -0.411
H -5.962 2.341 -2.465
H -5.130 1.361 -1.481
H -5.003 1.014 -3.231
H -3.314 4.503 -3.656
H -4.747 4.099 -3.583
H -3.920 3.105 -4.737
H -2.850 1.111 -3.970
H -2.970 0.855 -2.170
H -0.973 2.275 -1.672
H -0.955 2.928 -3.164
H -0.678 0.311 -2.091
C 0.823 -2.948 -0.339
N 1.246 -4.191 -1.010
C 1.011 -4.009 -2.459
C 2.733 -4.430 -0.822
C 0.482 -5.367 -0.397
C 0.682 -6.720 -0.869
O 0.036 -7.724 -0.149
H 1.273 -2.132 -0.696
H 1.210 -2.944 0.592
H -0.168 -2.636 -0.295
H 1.395 -3.253 -2.877
H -0.152 -4.020 -2.594
H 1.362 -5.057 -3.044
H 3.190 -5.289 -1.351
H 2.940 -4.544 0.276
H 3.499 -3.599 -0.831
H -0.724 -5.071 -0.437
H 0.733 -5.375 0.679
H 1.897 -7.037 -0.804
H 0.763 -6.564 -1.955
H 0.555 -7.837 0.813
Li 0.498 0.118 0.327
P -1.659 0.092 0.367
O -1.032 1.345 0.455
O -0.792 -0.343 -0.816
O -3.097 -0.032 0.228
O -0.843 -0.794 1.309
C 4.908 -0.270 1.216
O 4.609 0.890 0.544
C 3.304 1.113 0.243
O 2.429 0.386 0.672
O 3.117 2.270 -0.387
C 1.770 2.873 -0.638
H 6.084 -0.201 1.375
H 4.389 -1.049 0.694
H 4.552 -0.117 2.332
H 1.925 3.867 -0.942
H 1.126 2.725 0.095
H 1.469 2.385 -1.699
C 0.636 1.665 3.489
O 0.909 1.769 4.963
C 0.784 2.973 5.555
O 0.459 3.959 4.817
O 1.043 3.000 6.855
C 0.991 4.142 7.641
H -0.434 2.031 3.218
H 0.615 0.635 3.008
H 1.317 2.393 3.084
H -0.072 4.605 7.519
H 1.713 4.895 7.404
H 1.348 3.857 8.642
```

Properties
Molecular weight in Da: 490.41
Energy relative to the best compared isomer or geometry (same formula, charge and spin) in eV: 2.9438
Max |F| in eV/Å: 12.31
Energy in eV: -54274.2299

---

3.
# C16H40NO25S6V

C16H40NO25S6V as an isolated structure (wB97M-V/def2-TZVPD, the OMol25 dataset).

Structure (XYZ):
```
89
C16H40NO25S6V wB97M-V/def2-TZVPD
O 0.963 -1.783 -0.123
V -0.135 -0.690 -0.130
O 0.391 0.592 -0.931
N -2.531 -2.879 1.521
O -2.298 -3.975 1.952
O -3.494 -2.340 1.884
O -1.730 -2.366 0.830
C 4.872 -4.189 1.618
C 4.476 -5.434 2.495
O 3.107 -5.773 2.032
S 2.274 -4.397 1.574
O 1.304 -3.947 2.600
O 1.746 -4.488 0.205
O 3.717 -3.455 1.458
H 5.055 -4.571 0.614
H 5.629 -3.501 1.995
H 4.439 -5.141 3.545
H 5.176 -6.269 2.472
C 3.442 1.293 1.071
C 3.769 -0.018 1.711
O 3.262 0.166 3.008
S 3.614 1.636 3.586
O 4.993 1.646 4.038
O 2.522 2.174 4.418
O 3.574 2.272 2.009
H 2.483 1.068 0.605
H 4.104 1.446 0.218
H 4.851 -0.138 1.758
H 3.395 -0.959 1.310
O -3.257 1.955 -1.671
S -3.139 1.431 -0.267
O -2.253 0.327 0.047
O -2.752 2.660 0.810
C -1.543 3.345 0.576
C -1.824 4.598 -0.244
C -4.825 1.036 0.323
H -0.764 2.736 0.116
H -1.147 3.749 1.508
H -2.783 5.033 0.039
H -2.012 4.270 -1.266
H -1.138 5.433 -0.103
H -5.612 1.788 0.278
H -4.729 0.920 1.402
H -5.142 0.124 -0.183
O 3.446 5.445 -2.200
S 2.965 4.056 -2.364
O 2.490 3.352 -1.221
O 1.769 4.168 -3.438
C 0.796 3.043 -3.416
C -0.339 3.571 -4.193
C 4.120 3.108 -3.426
H 0.347 2.894 -2.434
H 1.225 2.139 -3.850
H -1.081 2.778 -4.287
H 0.139 3.941 -5.100
H -0.647 4.491 -3.697
H 3.639 2.218 -3.832
H 4.883 2.758 -2.730
H 4.452 3.775 -4.222
O -3.818 -0.622 -2.184
S -2.602 -1.310 -2.715
O -1.434 -1.573 -1.810
O -3.118 -2.686 -3.534
C -4.213 -2.561 -4.421
C -4.367 -3.950 -5.156
C -2.023 -0.237 -4.165
H -4.100 -1.725 -5.111
H -5.176 -2.452 -3.922
H -4.615 -4.722 -4.428
H -3.508 -4.303 -5.726
H -5.248 -3.851 -5.790
H -1.552 0.652 -3.746
H -2.911 0.114 -4.691
H -1.327 -0.739 -4.838
O -0.219 2.272 3.420
S -0.578 0.902 3.183
O -0.380 0.309 1.831
O 0.288 -0.022 4.344
C 0.226 -1.402 4.077
C 0.630 -1.927 5.437
C -2.372 0.654 3.716
H 0.898 -1.663 3.259
H -0.791 -1.716 3.841
H -0.059 -1.591 6.212
H 1.661 -1.764 5.751
H 0.520 -3.009 5.363
H -2.415 1.030 4.738
H -2.540 -0.421 3.646
H -3.111 1.187 3.119
```

Properties
Total charge: -1
Molecular weight in Da: 889.82
Max |F| in eV/Å: 8.23
Energy in eV: -160607.4715
2S+1: 2

---

4.
# C16H40O24Tl

C16H40O24Tl as an isolated structure (wB97M-V/def2-TZVPD, the OMol25 dataset).

Structure (XYZ):
```
81
C16H40O24Tl wB97M-V/def2-TZVPD
Tl 2.365 -24.331 6.926
O 2.479 -24.871 11.430
C 2.488 -23.628 10.984
O 2.371 -22.714 11.821
O 2.728 -23.415 9.791
H 2.169 -24.740 12.329
O 2.209 -19.924 4.843
C 1.307 -20.883 4.655
O 1.506 -22.055 5.090
O 0.355 -20.667 3.905
H 1.796 -19.177 4.403
O 5.689 -22.937 3.116
C 4.974 -22.722 4.201
O 4.414 -23.682 4.774
O 4.786 -21.578 4.574
H 5.915 -22.006 3.062
O 2.848 -20.423 9.295
C 3.321 -20.291 8.066
O 3.525 -21.290 7.364
O 3.505 -19.192 7.552
H 2.902 -21.380 9.238
C -2.808 -22.305 3.895
C -2.689 -22.542 2.360
O -1.666 -21.724 1.863
O -1.658 -22.746 4.630
H -3.690 -22.721 4.382
H -2.897 -21.223 3.993
H -3.617 -22.244 1.872
H -2.371 -23.559 2.130
H -0.972 -21.685 2.526
H -0.979 -22.080 4.504
C 1.933 -27.934 8.952
C 1.669 -28.207 7.453
O 1.053 -27.106 6.827
O 2.550 -26.680 9.224
H 2.243 -28.767 9.583
H 0.930 -27.792 9.354
H 0.975 -29.035 7.306
H 2.548 -28.379 6.832
H 0.191 -27.468 6.608
H 2.382 -26.401 10.127
C -0.654 -22.516 8.837
C -1.143 -23.987 8.842
O -0.117 -25.003 8.890
O 0.155 -22.329 7.725
H -0.112 -22.252 9.745
H -1.506 -21.840 8.917
H -1.680 -24.106 7.901
H -1.867 -24.181 9.634
H -0.552 -25.855 8.972
H -0.040 -21.406 7.546
C -0.035 -25.609 4.086
C 1.379 -25.602 3.421
O 2.459 -25.916 4.311
O -0.053 -24.698 5.131
H -0.183 -26.633 4.431
H -0.898 -25.373 3.463
H 1.593 -24.590 3.077
H 1.360 -26.271 2.561
H 3.125 -26.385 3.802
H -0.691 -24.029 4.872
C 5.911 -25.993 6.911
C 5.856 -25.258 8.260
O 5.317 -24.034 8.109
O 4.673 -26.624 6.463
H 6.540 -26.851 7.149
H 6.355 -25.384 6.123
H 6.866 -25.125 8.649
H 5.163 -25.820 8.886
H 5.628 -23.426 8.784
H 4.814 -27.106 5.645
C 6.643 -26.075 2.392
C 7.668 -26.798 3.333
O 7.321 -28.176 3.373
O 5.412 -25.804 3.089
H 6.299 -26.672 1.547
H 7.093 -25.131 2.086
H 7.615 -26.400 4.347
H 8.677 -26.606 2.970
H 6.467 -28.205 3.810
H 5.367 -24.970 3.561
```

Properties
Total charge: -1
Molecular weight in Da: 820.86
Max |F| in eV/Å: 4.15
Energy in eV: -71068.0499